(1)
{
  "formula": "C4H10N3",
  "method": "ωB97M-V/def2-TZVPD",
  "smiles": "CC1(CC[NH3+])N=N1",
  "e_tot_ha": -322.31569,
  "total_charge": 1,
  "homo_lumo_gap_ha": 0.350,
  "homo_ha": -0.498,
  "species": ["N", "N", "N", "C", "C", "C", "C", "H", "H", "H", "H", "H", "H", "H", "H", "H", "H"],
  "positions_angstrom": [[0.494367, 2.034402, -0.993177], [1.147477, 1.427695, -1.821342], [0.304764, -0.864046, 2.220552], [-1.212962, 0.315909, -1.918697], [0.091345, 0.648255, -1.247930], [0.416162, -0.438255, -0.201201], [0.696598, 0.145318, 1.152021], [0.877315, -1.211682, 3.088027], [1.738835, 0.410681, 1.175049], [-0.550264, -0.559507, 2.682592], [-1.956093, 0.334559, -1.211952], [-1.209962, -0.483410, -2.562381], [-1.441839, 1.112514, -2.647580], [0.073780, 1.008302, 1.368179], [0.028421, -1.687988, 1.662253], [-0.577527, -1.062795, -0.059708], [1.079582, -1.129950, -0.684705]],
  "atomic_forces_ev_per_a": [[-0.25, 0.00, 0.29], [0.71, 0.11, -0.65], [0.25, -1.74, 1.61], [1.79, 3.83, -1.76], [-1.13, -1.46, 0.98], [-3.21, -0.39, -0.44], [0.89, 0.17, 0.20], [-0.33, 1.08, -2.36], [0.40, 0.16, 0.79], [-0.26, 0.20, -0.16], [-1.99, -0.37, 1.58], [0.19, -2.60, -0.87], [-0.05, 0.13, 0.43], [0.16, 0.16, -0.27], [0.20, -0.06, 0.71], [1.61, 1.16, -0.58], [1.02, -0.37, 0.51]]
}

***

(2)
{
  "formula": "C3H7NO2",
  "method": "ωB97M-V/def2-TZVPD",
  "smiles": "C=C[N+](=C)[O-].O",
  "e_tot_ha": -323.63186,
  "total_charge": 0,
  "homo_lumo_gap_ha": [0.339, 0.339],
  "homo_ha": [-0.340, -0.340],
  "species": ["O", "O", "N", "C", "C", "C", "H", "H", "H", "H", "H", "H", "H"],
  "positions_angstrom": [[0.638739, 1.369337, -0.528392], [2.559611, 0.441211, 1.070048], [-0.011304, 0.272921, -0.463577], [-2.278021, -0.500166, 0.006511], [0.517444, -0.865130, -0.775494], [-1.285986, 0.361945, 0.161669], [3.244835, 1.053067, 1.351309], [-1.368327, 1.249938, 0.769236], [-2.213086, -1.365586, -0.628400], [-3.225268, -0.331818, 0.485244], [1.978536, 0.967260, 0.449024], [-0.021092, -1.778050, -0.611900], [1.463919, -0.874929, -1.285278]],
  "atomic_forces_ev_per_a": [[-0.16, 0.72, -0.40], [-0.33, 0.37, -0.44], [0.98, -1.03, 0.37], [0.28, 0.23, -0.19], [-0.32, 0.00, -0.52], [-1.05, -0.03, 0.30], [-0.02, -0.01, -0.01], [0.11, 0.05, -0.05], [0.08, -0.15, -0.18], [-0.08, 0.08, 0.24], [0.54, -0.39, 0.57], [-0.20, -0.04, 0.15], [0.18, 0.19, 0.18]]
}

***

(3)
{
  "formula": "C28H37IrN8OS2",
  "method": "ωB97M-V/def2-TZVPD",
  "spin_multiplicity": 2,
  "e_tot_ha": -2502.27568,
  "total_charge": 3,
  "homo_lumo_gap_ha": [0.266, 0.206],
  "s2": 0.76,
  "homo_ha": [-0.591, -0.591],
  "species": ["Ir", "S", "S", "O", "N", "N", "N", "N", "N", "N", "N", "N", "C", "C", "C", "C", "C", "C", "C", "C", "C", "C", "C", "C", "C", "C", "C", "C", "C", "C", "C", "C", "C", "C", "C", "C", "C", "C", "C", "C", "H", "H", "H", "H", "H", "H", "H", "H", "H", "H", "H", "H", "H", "H", "H", "H", "H", "H", "H", "H", "H", "H", "H", "H", "H", "H", "H", "H", "H", "H", "H", "H", "H", "H", "H", "H", "H"],
  "positions_angstrom": [[1.027664, 0.694593, 0.722597], [-2.276624, -0.034201, 0.875373], [0.559736, -0.011171, 2.887250], [-0.857398, -0.115164, 0.223591], [1.467177, -1.334737, 0.539455], [2.987893, 1.065076, 1.329074], [1.531926, 0.280253, -3.575480], [-1.411594, 0.765184, 4.460840], [1.667614, 2.874859, -0.142924], [1.090465, 0.587740, -1.446879], [-0.986369, 2.176130, 2.714695], [-0.121868, 2.397905, 1.681848], [-0.087261, -4.056119, 3.367407], [-1.824515, -2.543075, 1.801201], [0.227416, 1.362922, -2.192507], [-0.873745, -3.364931, 1.200714], [2.922381, 4.327459, -1.559380], [1.219323, 5.224527, -0.147440], [-5.026698, -0.597818, -1.848144], [0.493812, 1.173217, -3.509879], [0.013783, 3.620486, 1.332282], [0.983485, 3.934958, 0.302564], [2.209954, 5.424832, -1.095650], [3.750108, 0.038033, 2.103686], [-3.696841, -0.295313, -1.573597], [3.810702, -1.275422, 1.339455], [-4.361952, -1.887953, -3.762667], [-0.007427, -4.122077, 1.983285], [1.869840, -0.041264, -2.324016], [-0.713801, 1.094058, 3.373955], [-2.697200, -0.808415, -2.398008], [-2.774549, -1.762878, 0.940368], [2.614446, 3.073055, -1.064585], [-3.405323, 0.594029, -0.394070], [-1.035565, -3.236454, 3.969343], [2.481282, -2.010140, 1.396846], [-5.359500, -1.380573, -2.945593], [-1.901007, -2.483885, 3.189554], [2.155472, -0.234365, -4.803404], [-3.031101, -1.604495, -3.482814], [1.807817, 0.363762, -5.639819], [-2.809864, -2.134669, -0.082652], [2.100679, -2.030963, 2.415966], [2.964592, 1.929936, 1.867727], [0.696955, -4.797216, 1.513614], [-0.856994, -3.462654, 0.119207], [-1.118961, -3.212946, 5.047945], [4.592425, -1.905369, 1.761918], [2.569658, -3.045175, 1.066818], [3.236625, -0.150874, -4.729712], [-0.550435, 4.395139, 1.840589], [-4.320388, 0.784220, 0.173334], [-2.252211, -2.012104, -4.114843], [0.546684, -1.774878, 0.673591], [-2.063298, 1.438505, 4.837662], [1.714405, -1.491761, -0.433508], [-2.661603, -1.871150, 3.661397], [-2.980383, 1.564218, -0.664591], [3.136814, 2.196994, -1.431925], [-1.130847, -0.002673, 5.047897], [3.701289, 4.436319, -2.301054], [0.559434, -4.672544, 3.977462], [-6.398327, -1.590709, -3.160114], [2.424789, 6.419216, -1.463579], [-1.658951, -0.598340, -2.180253], [4.747687, 0.435778, 2.290522], [3.257167, -0.090002, 3.064778], [-4.619279, -2.507654, -4.610723], [-3.787775, -1.727578, 1.351093], [1.872995, -1.272702, -4.958791], [-5.814438, -0.207413, -1.214226], [-0.523484, 1.982967, -1.736244], [4.100727, -1.088909, 0.297883], [2.683142, -0.716117, -2.102185], [3.527608, 1.277610, 0.492767], [0.032839, 1.582707, -4.392647], [0.638772, 6.048179, 0.246345]],
  "atomic_forces_ev_per_a": [[-1.53, -1.07, 1.39], [0.01, -0.02, 0.24], [0.41, 0.16, 0.20], [-0.01, 0.28, -0.58], [0.27, 0.07, -0.33], [0.10, 0.22, 0.01], [0.04, 0.06, -0.06], [-0.01, 0.04, 0.00], [0.31, 0.25, -0.40], [0.08, 0.42, -0.24], [0.15, -0.06, 0.08], [0.43, 0.14, -0.34], [0.01, 0.01, 0.01], [-0.07, -0.03, 0.01], [-0.05, -0.19, 0.01], [-0.05, -0.06, 0.03], [0.01, 0.04, -0.02], [-0.03, 0.01, 0.00], [-0.02, 0.01, -0.02], [-0.03, -0.03, -0.02], [-0.11, 0.04, 0.00], [0.01, -0.05, 0.03], [0.01, -0.01, 0.00], [0.06, -0.11, -0.10], [-0.09, 0.02, 0.07], [-0.16, 0.09, 0.04], [0.00, -0.01, 0.02], [-0.05, 0.00, 0.02], [0.03, -0.04, 0.11], [-0.12, 0.02, -0.13], [0.00, 0.01, 0.00], [0.06, -0.04, 0.03], [-0.07, 0.03, 0.11], [0.12, -0.10, -0.20], [0.01, 0.00, -0.03], [0.17, 0.12, -0.02], [0.00, 0.01, 0.01], [-0.03, -0.03, -0.01], [0.00, -0.04, 0.02], [0.04, -0.03, 0.01], [0.01, 0.00, 0.00], [-0.05, 0.01, -0.02], [-0.03, -0.08, 0.00], [0.07, -0.01, 0.02], [-0.02, -0.03, 0.00], [-0.03, -0.04, -0.01], [-0.01, -0.02, 0.01], [-0.02, 0.00, 0.06], [0.01, 0.05, -0.09], [0.00, 0.01, 0.00], [-0.05, -0.04, -0.01], [0.03, 0.09, 0.04], [-0.01, 0.02, 0.00], [0.03, -0.04, 0.04], [0.03, 0.02, 0.03], [-0.10, -0.17, -0.01], [-0.01, -0.03, -0.01], [0.00, 0.01, 0.02], [0.00, 0.00, -0.03], [-0.02, -0.02, -0.03], [0.01, 0.00, 0.01], [0.01, 0.01, 0.01], [0.00, -0.02, 0.01], [0.00, 0.00, -0.01], [0.07, 0.05, -0.01], [0.00, 0.02, -0.06], [0.02, 0.01, 0.03], [0.00, 0.01, -0.01], [0.00, -0.05, -0.02], [-0.02, 0.01, -0.01], [0.00, 0.00, 0.00], [0.00, 0.01, 0.00], [0.08, -0.06, 0.01], [0.02, 0.03, 0.00], [0.08, 0.09, 0.07], [0.01, -0.01, -0.01], [0.01, 0.00, 0.00]]
}

***

(4)
{
  "formula": "C6H23NO6",
  "method": "ωB97M-V/def2-TZVPD",
  "smiles": "CCCCCNC=O.O.O.O.O.O",
  "e_tot_ha": -748.58256,
  "total_charge": 0,
  "homo_lumo_gap_ha": 0.386,
  "homo_ha": -0.375,
  "species": ["O", "O", "O", "O", "O", "O", "N", "C", "C", "C", "C", "C", "C", "H", "H", "H", "H", "H", "H", "H", "H", "H", "H", "H", "H", "H", "H", "H", "H", "H", "H", "H", "H", "H", "H", "H"],
  "positions_angstrom": [[-0.263437, 0.752782, 3.691376], [2.844241, 0.909071, 2.167850], [1.170057, -1.556314, -2.324017], [3.933678, -1.130800, -2.016356], [1.122803, -2.275273, 0.846057], [2.656100, 1.387005, -0.554681], [0.606303, 2.270012, -0.494425], [-1.648275, 1.496424, -0.050540], [1.536564, 1.468005, -1.050641], [-0.756947, 2.298460, -1.007767], [-1.444924, -0.011768, -0.186615], [-2.924758, -2.075005, 0.060006], [-2.143683, -0.986985, 0.778747], [-2.220104, -2.841755, -0.252870], [1.925037, -2.503285, 1.321756], [-1.186143, 3.298747, -1.044484], [-2.805066, -0.331172, 1.361187], [-3.619040, -2.562500, 0.758103], [3.173330, -1.007976, -2.583721], [2.772306, 1.042605, 1.205988], [1.014015, -2.127671, -3.088963], [-1.535925, -1.539598, 1.490689], [-0.439809, -0.340706, -0.460377], [-0.809708, 0.759277, 2.890984], [1.296290, 0.818788, -1.898048], [-2.701311, 1.681467, -0.283460], [1.918305, 0.897632, 2.459190], [-3.639746, -1.839637, -0.731877], [4.085304, -0.442106, -1.353845], [-1.967078, -0.207077, -1.136648], [1.413215, -1.678277, 0.152060], [-1.509263, 1.870022, 0.969327], [0.494115, -1.989774, -1.775407], [-0.522660, 1.636241, 3.988553], [-0.707643, 1.888342, -2.013868], [0.883854, 2.972800, 0.166738]],
  "atomic_forces_ev_per_a": [[-0.64, 0.83, -0.61], [-0.60, 0.00, -0.05], [-1.26, -0.91, -0.23], [1.20, -0.72, 0.17], [-0.37, -0.05, -0.10], [0.12, -0.12, -0.58], [-0.79, 0.09, -1.45], [-0.20, -0.44, 0.03], [1.24, 0.21, 1.46], [-0.19, -0.30, 1.02], [-0.34, -1.02, -1.50], [-0.87, -0.77, 0.69], [-0.75, 1.07, 0.06], [-0.10, -0.12, -0.38], [0.12, 0.04, 0.05], [0.48, 0.24, -0.22], [-0.24, -0.40, 0.14], [0.44, -0.12, 0.26], [-0.17, 0.63, 0.62], [0.26, 0.09, 0.18], [0.59, 0.33, -0.48], [0.59, 0.49, 0.02], [0.32, 0.41, 0.60], [0.23, -0.79, -0.13], [-0.64, 0.29, -0.11], [0.01, 0.14, 0.03], [0.33, -0.12, 0.18], [0.62, 0.65, -0.36], [-0.80, 0.16, -0.62], [0.12, -0.02, -0.06], [0.35, 0.09, 0.00], [0.22, 0.03, -0.01], [0.29, 0.48, 0.56], [0.46, -0.06, 0.65], [-0.40, -0.10, -0.07], [0.36, -0.16, 0.24]]
}